The following is a DFT calculation (ωB97M-V with the def2-TZVPD basis set) of a 11-piece molecular cluster, C66H198N33O11P11 overall in a non-equilibrium geometry.

Computed properties:
HOMO energy = -8.09 eV
SMILES string = CN(C)P(=O)(N(C)C)N(C)C.CN(C)P(=O)(N(C)C)N(C)C.CN(C)P(=O)(N(C)C)N(C)C.CN(C)P(=O)(N(C)C)N(C)C.CN(C)P(=O)(N(C)C)N(C)C.CN(C)P(=O)(N(C)C)N(C)C.CN(C)P(=O)(N(C)C)N(C)C.CN(C)P(=O)(N(C)C)N(C)C.CN(C)P(=O)(N(C)C)N(C)C.CN(C)P(=O)(N(C)C)N(C)C.CN(C)P(=O)(N(C)C)N(C)C
DFT total energy = -9023.42436 a.u.
charge = 0
energy above the lowest of the compared OMol25 structures with the same formula, charge and spin = 14.52 kJ/mol

```
319
Properties=species:S:1:pos:R:3:mulliken_charge:R:1
C -11.165 -23.794 18.380 -1.02
N -10.464 -22.545 18.094 0.79
C -11.143 -21.355 18.575 -1.16
P -9.004 -22.500 17.296 0.24
O -8.467 -21.113 17.190 -0.90
N -8.148 -23.740 18.058 0.89
C -6.975 -24.241 17.351 -0.75
C -8.062 -23.756 19.494 -0.92
N -9.230 -22.872 15.682 0.41
C -9.875 -24.087 15.332 -0.59
C -9.276 -21.761 14.765 -1.18
H -10.812 -24.696 17.866 -0.08
H -12.229 -23.593 18.155 0.53
H -11.143 -23.961 19.448 0.45
H -11.428 -21.477 19.611 0.37
H -11.994 -21.026 17.953 0.13
H -10.374 -20.570 18.635 0.39
H -7.100 -24.216 16.286 0.31
H -6.042 -23.850 17.771 0.39
H -6.861 -25.344 17.544 -0.15
H -7.737 -24.784 19.807 0.35
H -7.435 -22.991 19.938 0.26
H -9.057 -23.606 19.947 0.22
H -10.926 -24.062 15.231 0.61
H -9.355 -24.579 14.461 -0.37
H -9.714 -24.809 16.237 -0.40
H -8.255 -21.446 14.422 0.27
H -9.788 -20.949 15.283 0.30
H -9.878 -22.030 13.928 0.39
C -17.395 -26.236 9.429 -1.15
N -17.990 -26.286 8.091 0.70
C -19.293 -25.684 8.020 -1.21
P -17.359 -27.104 6.804 0.36
O -18.336 -27.749 5.897 -0.88
N -16.186 -26.163 6.145 0.30
C -15.600 -24.958 6.769 -0.99
C -15.861 -26.434 4.738 -1.12
N -16.439 -28.178 7.670 0.52
C -17.003 -29.238 8.420 -0.93
C -14.949 -28.260 7.533 -1.64
H -17.263 -25.176 9.754 0.46
H -16.345 -26.645 9.501 -0.11
H -17.941 -26.759 10.231 0.46
H -19.812 -25.992 7.145 0.42
H -19.262 -24.603 8.106 0.26
H -19.872 -26.118 8.845 0.34
H -15.183 -24.343 6.008 0.49
H -16.330 -24.388 7.327 0.28
H -14.755 -25.381 7.372 0.38
H -14.849 -26.159 4.541 0.35
H -15.883 -27.456 4.525 0.41
H -16.549 -25.925 4.019 0.28
H -17.182 -30.248 7.953 0.27
H -16.338 -29.390 9.321 0.11
H -17.917 -28.969 8.851 0.40
H -14.580 -27.681 6.757 0.28
H -14.745 -29.277 7.245 0.59
H -14.381 -27.925 8.428 0.49
C -3.301 -29.946 14.854 -1.33
N -4.587 -30.024 14.134 0.97
C -4.606 -30.994 13.026 -0.89
P -5.876 -29.176 14.539 -0.50
O -7.062 -29.645 13.816 -0.57
N -5.908 -29.284 16.166 1.14
C -5.768 -30.596 16.789 -1.17
C -6.013 -28.160 17.144 -0.63
N -5.731 -27.582 14.094 1.24
C -6.972 -26.787 13.835 -0.53
C -4.496 -26.794 14.135 -1.42
H -2.562 -29.441 14.220 0.33
H -2.890 -30.966 15.059 0.30
H -3.429 -29.347 15.752 0.34
H -5.534 -30.886 12.502 -0.23
H -4.545 -32.010 13.466 0.36
H -3.860 -30.906 12.258 0.31
H -4.911 -30.531 17.405 0.45
H -6.684 -30.805 17.322 0.15
H -5.652 -31.347 15.979 0.23
H -7.042 -28.057 17.424 -0.08
H -5.352 -28.330 17.981 0.48
H -5.712 -27.242 16.630 -0.15
H -7.361 -26.288 14.777 -0.06
H -6.710 -25.974 13.199 0.73
H -7.767 -27.417 13.504 -0.43
H -4.393 -26.173 15.041 0.15
H -4.426 -26.207 13.239 0.41
H -3.702 -27.497 14.014 0.40
C -10.074 -30.824 12.028 1.15
N -10.371 -32.175 12.499 1.66
C -9.406 -33.130 12.068 -0.44
P -11.638 -32.461 13.536 -0.85
O -12.698 -31.362 13.476 -0.61
N -12.172 -33.920 13.056 0.60
C -12.857 -34.863 13.999 -0.89
C -12.695 -34.003 11.748 -0.66
N -11.023 -32.690 15.021 1.14
C -11.852 -32.814 16.214 -1.42
C -9.676 -33.211 15.209 -1.04
H -10.906 -30.188 12.307 -1.07
H -9.968 -30.870 10.948 -0.56
H -9.114 -30.518 12.501 0.19
H -9.225 -33.137 10.993 -0.28
H -9.592 -34.120 12.519 0.33
H -8.407 -32.781 12.555 -0.13
H -13.910 -34.605 14.143 0.29
H -12.748 -35.887 13.722 0.40
H -12.213 -34.925 14.901 0.18
H -12.833 -35.040 11.417 0.37
H -13.590 -33.423 11.593 0.24
H -11.978 -33.524 11.059 -0.05
H -11.695 -31.942 16.926 0.10
H -12.892 -32.893 15.904 0.48
H -11.698 -33.744 16.734 0.47
H -9.406 -32.969 16.218 0.47
H -8.929 -32.821 14.515 -0.05
H -9.725 -34.290 15.178 0.29
C -11.183 -27.952 17.067 -1.15
N -10.210 -28.973 17.359 1.31
C -9.519 -29.447 16.112 -0.22
P -9.922 -29.609 18.858 0.20
O -9.416 -30.990 18.792 -1.03
N -8.957 -28.607 19.690 0.73
C -7.825 -29.237 20.461 -0.87
C -9.124 -27.209 19.886 -1.39
N -11.356 -29.357 19.666 0.43
C -12.402 -30.249 19.076 -0.38
C -11.410 -29.361 21.094 -0.97
H -12.010 -28.362 16.530 0.04
H -10.694 -27.202 16.392 -0.26
H -11.599 -27.472 17.916 0.79
H -9.127 -28.605 15.578 -0.17
H -10.215 -29.920 15.455 -0.01
H -8.715 -30.097 16.417 -0.13
H -6.962 -29.263 19.730 0.04
H -7.598 -28.661 21.360 0.37
H -8.031 -30.315 20.677 0.33
H -9.494 -26.948 20.884 0.20
H -8.127 -26.800 19.700 0.62
H -9.844 -26.856 19.165 0.30
H -12.223 -31.302 19.401 0.34
H -13.382 -29.942 19.474 0.47
H -12.290 -30.175 18.002 -0.57
H -12.476 -29.139 21.398 0.34
H -10.849 -28.516 21.520 0.23
H -11.163 -30.278 21.579 0.33
C -7.973 -23.387 7.739 -0.82
N -8.558 -23.837 6.489 0.14
C -7.609 -24.415 5.569 -1.21
P -10.105 -24.050 6.252 0.59
O -10.862 -23.304 7.303 -0.99
N -10.623 -23.742 4.746 0.40
C -11.322 -22.444 4.434 -1.05
C -10.379 -24.518 3.524 -1.06
N -10.328 -25.749 6.344 1.16
C -11.629 -26.281 5.937 -2.00
C -9.617 -26.533 7.298 -0.51
H -8.700 -22.871 8.346 0.28
H -7.134 -22.689 7.556 0.37
H -7.501 -24.230 8.226 0.17
H -6.793 -24.841 6.038 0.51
H -7.207 -23.732 4.825 0.32
H -8.035 -25.234 4.980 0.30
H -12.292 -22.699 4.069 0.30
H -11.316 -21.906 5.391 0.31
H -10.783 -21.949 3.609 0.28
H -9.519 -24.122 2.945 0.22
H -10.123 -25.546 3.789 0.37
H -11.379 -24.567 2.970 0.33
H -11.852 -27.184 6.451 0.32
H -12.447 -25.587 6.216 0.53
H -11.659 -26.394 4.926 0.71
H -9.429 -27.571 6.996 -0.06
H -10.093 -26.527 8.309 0.23
H -8.627 -26.145 7.489 -0.07
C -7.626 -33.169 6.762 -0.91
N -8.989 -33.606 6.616 0.45
C -9.376 -34.001 5.280 -1.13
P -10.150 -33.053 7.618 -0.17
O -9.508 -32.668 8.906 -0.76
N -11.057 -31.825 6.789 0.39
C -12.086 -31.171 7.672 -0.59
C -10.427 -30.858 5.938 -1.26
N -11.365 -34.230 7.850 0.78
C -10.999 -35.389 8.639 -1.22
C -12.523 -34.445 7.063 -1.41
H -7.405 -32.648 7.704 0.01
H -7.373 -32.474 5.974 0.38
H -6.962 -34.036 6.688 0.34
H -10.463 -34.081 5.247 0.32
H -8.929 -34.974 4.951 0.27
H -8.988 -33.318 4.532 0.42
H -11.680 -30.887 8.651 -0.08
H -12.424 -30.277 7.115 0.26
H -12.876 -31.923 7.881 0.17
H -9.826 -30.052 6.408 0.42
H -9.826 -31.361 5.210 0.35
H -11.185 -30.282 5.413 0.50
H -11.849 -35.988 8.878 0.47
H -10.344 -36.116 8.109 0.27
H -10.436 -35.229 9.531 0.24
H -12.373 -35.356 6.445 0.36
H -12.659 -33.642 6.352 0.55
H -13.428 -34.523 7.599 0.34
C -3.254 -27.440 9.063 -1.32
N -4.428 -28.123 9.641 0.36
C -4.499 -28.033 11.135 -0.28
P -5.859 -28.049 8.716 0.13
O -6.338 -26.721 8.229 -0.73
N -5.427 -28.952 7.371 0.24
C -6.386 -28.961 6.250 -0.65
C -4.607 -30.112 7.307 -0.88
N -7.116 -28.849 9.514 1.14
C -6.947 -30.259 9.741 0.93
C -7.857 -28.137 10.596 -0.91
H -2.397 -27.683 9.679 0.45
H -3.327 -26.356 9.046 0.28
H -2.974 -27.878 8.156 0.42
H -4.205 -27.048 11.492 0.47
H -3.862 -28.814 11.463 0.32
H -5.501 -28.309 11.456 -0.40
H -5.895 -29.380 5.339 0.44
H -7.209 -29.666 6.354 0.08
H -6.734 -27.968 5.918 0.05
H -5.202 -31.106 7.279 0.04
H -3.833 -30.087 6.564 0.44
H -4.021 -30.248 8.291 0.23
H -7.896 -30.807 9.837 -0.12
H -6.396 -30.717 8.886 -0.36
H -6.403 -30.441 10.673 -0.50
H -7.814 -27.049 10.483 0.16
H -7.478 -28.495 11.534 -0.02
H -8.910 -28.313 10.448 -0.17
C -16.644 -20.158 11.177 -1.04
N -15.563 -20.965 11.645 0.50
C -14.703 -21.437 10.576 -1.42
P -14.868 -20.412 13.044 0.38
O -14.125 -19.110 12.998 -0.94
N -16.193 -20.329 14.052 0.52
C -17.056 -21.463 14.303 -1.18
C -16.496 -19.083 14.809 -1.12
N -13.809 -21.674 13.510 0.96
C -12.828 -21.229 14.509 -0.47
C -14.398 -22.977 13.668 -1.92
H -17.396 -19.877 11.923 0.28
H -17.056 -20.798 10.340 0.39
H -16.316 -19.206 10.727 0.27
H -14.901 -22.462 10.381 0.30
H -13.655 -21.388 10.895 0.34
H -14.875 -20.911 9.686 0.62
H -16.992 -21.917 15.288 0.28
H -18.138 -21.128 14.105 0.40
H -16.857 -22.193 13.538 0.36
H -17.500 -18.763 14.460 0.31
H -16.428 -19.144 15.854 0.32
H -15.744 -18.316 14.517 0.32
H -12.482 -20.244 14.217 0.59
H -13.304 -21.305 15.501 0.41
H -12.019 -21.968 14.575 -0.66
H -15.086 -23.224 12.833 0.24
H -15.016 -23.049 14.521 0.79
H -13.650 -23.756 13.762 0.05
C -10.484 -26.476 12.537 0.05
N -11.913 -26.377 12.850 0.95
C -12.387 -26.963 14.139 1.39
P -13.056 -26.272 11.667 -1.22
O -14.392 -26.056 12.287 -0.79
N -12.322 -25.162 10.712 1.65
C -12.929 -24.841 9.427 0.01
C -11.714 -23.977 11.358 0.04
N -13.077 -27.642 10.731 1.20
C -11.802 -28.003 10.121 -0.06
C -13.964 -28.741 11.161 -0.59
H -9.872 -25.887 13.208 -0.28
H -10.285 -26.080 11.530 0.31
H -10.197 -27.488 12.704 -0.25
H -11.926 -27.941 14.280 -0.37
H -13.468 -27.080 14.062 -0.94
H -12.228 -26.294 14.987 0.13
H -12.083 -24.761 8.726 -0.12
H -13.571 -25.632 9.027 -0.65
H -13.526 -23.912 9.510 0.23
H -11.328 -24.199 12.343 0.23
H -10.943 -23.681 10.667 0.25
H -12.524 -23.225 11.376 -0.76
H -11.283 -27.153 9.788 -0.01
H -11.242 -28.635 10.817 -0.68
H -12.004 -28.538 9.231 0.30
H -13.491 -29.357 11.903 0.14
H -14.025 -29.342 10.265 0.30
H -14.926 -28.433 11.523 -0.17
C -16.521 -25.539 17.959 -1.04
N -15.918 -26.358 16.906 0.75
C -14.645 -25.935 16.422 0.17
P -16.762 -27.549 16.169 0.02
O -17.803 -28.204 16.986 -0.94
N -17.307 -26.998 14.760 0.38
C -18.223 -27.814 13.981 -0.96
C -17.002 -25.606 14.323 -0.72
N -15.594 -28.661 15.715 0.92
C -15.437 -29.181 14.334 -0.44
C -15.259 -29.681 16.643 -1.49
H -16.785 -24.532 17.603 0.20
H -15.762 -25.294 18.716 0.34
H -17.324 -26.174 18.411 0.34
H -14.691 -24.883 16.147 0.28
H -14.215 -26.438 15.566 -0.93
H -13.895 -26.039 17.265 0.33
H -19.251 -27.527 14.103 0.39
H -17.951 -27.795 12.940 0.26
H -18.279 -28.862 14.333 0.29
H -17.228 -24.812 15.070 0.18
H -15.975 -25.590 14.061 -0.10
H -17.596 -25.307 13.431 0.49
H -16.008 -30.156 14.221 0.27
H -15.776 -28.497 13.576 -0.13
H -14.347 -29.443 14.331 0.12
H -15.554 -29.384 17.658 0.35
H -14.125 -29.777 16.732 0.34
H -15.784 -30.634 16.475 0.36
```